[1]
# C8H15N4O4S

A 2-piece molecular cluster, C8H15N4O4S overall at a distorted geometry (wB97M-V/def2-TZVPD, OMol25).

```
32
C8H15N4O4S | OMol25 | wB97M-V/def2-TZVPD
O 3.6725 -0.9273 2.2218
C 4.0979 0.0025 1.6297
C 3.4049 0.6674 0.4139
N 1.9559 0.3881 0.3503
C 1.5312 -0.8920 -0.2260
C 0.6971 -1.7858 0.7264
O -0.2740 -2.3234 0.2817
O 1.0237 -2.0057 2.0133
C 1.0806 1.2920 0.7568
N 1.4187 2.5240 1.2773
C 0.2730 3.1462 1.5285
N -0.7608 2.3539 1.2271
N -0.2622 1.2230 0.7397
H 5.0578 0.4503 1.9999
H 3.8382 0.2064 -0.5004
H 3.6219 1.7490 0.4304
H 0.8883 -0.6527 -1.0984
H 2.4177 -1.4417 -0.5870
H 0.1800 -2.1734 2.4703
H 0.2298 4.1595 1.9401
H -1.7465 2.5674 1.3364
H -0.8504 0.4297 0.4263
C -4.4921 -0.8756 -1.7799
S -2.9217 -1.1046 -0.9385
O -2.5966 0.1860 -0.2279
C -1.9183 -1.1566 -2.4285
H -5.2723 -0.7769 -1.0270
H -4.4601 0.0270 -2.3909
H -4.6971 -1.7461 -2.4023
H -2.0522 -0.2361 -2.9985
H -2.2086 -2.0179 -3.0293
H -0.8763 -1.2565 -2.1355
```

Properties
2S+1 = 1
energy above the lowest of the compared OMol25 structures with the same formula, charge and spin = 0.214 eV
Kohn-Sham gap = 10.0 eV
LUMO = -2.50 eV
HOMO = -12.5 eV
net charge = +1

=====

[2]
# C22H42CeNP3S2

C22H42CeNP3S2 as an isolated structure at a distorted geometry (wB97M-V/def2-TZVPD, OMol25).

```
71
C22H42CeNP3S2 | OMol25 | wB97M-V/def2-TZVPD
Ce -0.4596 -0.4041 -1.3478
P 1.4537 0.6672 0.4076
P -2.0344 1.8363 -0.1710
P 0.7961 1.6844 -2.5729
H -0.1201 -4.2601 -0.4490
C 0.9333 -4.3869 -0.7743
C 1.9005 -3.5462 -0.3363
H 1.8264 -3.0508 0.6846
C 1.9474 0.2058 2.1095
C 1.3091 2.4742 0.7296
C 3.1478 0.5321 -0.2710
C -3.7124 1.4569 -0.8121
C -2.5051 2.0733 1.5829
C -1.7691 3.5879 -0.6544
C 2.0330 0.6626 -3.4266
C 1.5521 3.3130 -2.6020
C -0.5555 1.7811 -3.7688
H 1.0278 -5.1674 -1.5426
H 2.7182 -3.1184 -0.9339
H 2.0086 -0.8785 2.2465
H 1.2699 0.6049 2.8711
H 2.9428 0.6431 2.2627
H 0.4531 2.6999 1.3767
H 1.2130 3.0570 -0.1909
H 2.2391 2.7592 1.2335
H 3.4200 -0.5283 -0.3570
H 3.7864 1.0188 0.4740
H 3.2922 1.0171 -1.2378
H -4.4300 2.2517 -0.5768
H -4.0493 0.5176 -0.3541
H -3.6617 1.3215 -1.8975
H -3.3346 2.7860 1.6703
H -1.6605 2.4511 2.1697
H -2.8234 1.1075 1.9951
H -2.6343 4.2029 -0.3761
H -1.6131 3.6581 -1.7370
H -0.8832 3.9870 -0.1449
H 1.8396 0.8660 -4.4824
H 1.9385 -0.4238 -3.2575
H 3.0468 0.9962 -3.1678
H 1.6859 3.5607 -3.6617
H 2.5297 3.3228 -2.1007
H 0.9098 4.0682 -2.1332
H -0.0818 1.6644 -4.7511
H -1.0325 2.7712 -3.7042
H -1.3185 0.9832 -3.6647
C -0.9949 -2.8495 -5.2474
C -2.1320 -2.8270 -6.1088
C -2.0527 -3.5306 -7.2995
C -0.9074 -4.3029 -7.5638
C 0.0058 -4.6044 -6.5500
C -0.0924 -3.9509 -5.3135
S -0.8454 -1.5961 -4.1115
H -0.8769 -1.9623 -2.1810
H -3.0224 -2.2712 -5.8275
H -2.8592 -3.4892 -8.0315
H -0.7350 -4.7132 -8.5652
H 0.7843 -5.3549 -6.7362
H 0.4995 -4.2261 -4.4344
S -1.0817 -1.1999 1.4858
C -0.6673 -0.9375 3.1435
N -0.0274 -2.0109 3.7466
C 0.5578 -1.9226 4.9727
C 0.3354 -0.8408 5.7847
C -0.3160 0.2546 5.2317
C -0.8786 0.1937 3.9542
H 0.0527 -2.8609 3.1897
H 1.2109 -2.7441 5.2223
H 0.7005 -0.8430 6.8028
H -0.3424 1.1838 5.7905
H -1.4614 1.0047 3.5525
```

Properties
2S+1 = 1
Kohn-Sham gap (alpha / beta) = 4.7 / 4.7 eV
LUMO (alpha / beta) = -14.43 / -14.44 eV
HOMO (alpha / beta) = -19.1 / -19.1 eV
net charge = +4

=====

[3]
# C56H46N3O3P2ReS

C56H46N3O3P2ReS as an isolated structure at a distorted geometry (wB97M-V/def2-TZVPD, OMol25).

```
112
C56H46N3O3P2ReS | OMol25 | wB97M-V/def2-TZVPD
Re 0.3782 0.6484 0.6758
O 2.3814 0.8584 -0.4065
C 2.4920 1.1578 -1.6843
C 3.4079 0.4923 -2.5205
C 3.5164 0.8379 -3.8488
C 2.7551 1.8814 -4.4003
C 1.9025 2.5771 -3.5830
C 1.7471 2.2098 -2.2338
C 0.9287 2.9738 -1.3658
N 0.5333 2.6023 -0.1918
N -0.1199 3.6176 0.4998
C -0.4614 3.1955 1.6622
O -0.1896 1.9673 2.0659
C -1.2118 4.0622 2.5930
C -1.3266 3.7015 3.9320
C -2.0645 4.4932 4.8005
C -2.6945 5.6374 4.3317
C -2.5871 5.9926 2.9922
C -1.8466 5.2098 2.1227
H 4.0222 -0.2874 -2.0906
H 4.2150 0.3016 -4.4796
H 2.8582 2.1420 -5.4442
H 1.3358 3.4196 -3.9645
H 0.6250 3.9727 -1.6688
H -0.8317 2.8066 4.2870
H -2.1488 4.2158 5.8430
H -3.2653 6.2564 5.0117
H -3.0845 6.8813 2.6259
H -1.7527 5.4696 1.0762
C 1.8842 -0.9629 3.2146
P 2.4731 -0.1897 1.6535
C 3.5078 -1.5389 1.0015
C 3.3676 -2.0771 -0.2698
C 4.1515 -3.1527 -0.6704
C 5.0977 -3.6831 0.1903
C 5.2678 -3.1299 1.4549
C 4.4764 -2.0689 1.8604
C 3.5824 1.1307 2.1932
C 3.0441 2.1394 2.9925
C 3.8244 3.2237 3.3599
C 5.1407 3.3090 2.9250
C 5.6742 2.3115 2.1213
C 4.8957 1.2258 1.7466
C 0.4468 -1.3169 3.0454
C -0.3900 -2.0623 3.8297
C -1.7256 -1.7995 3.4056
C -1.6435 -0.9126 2.3717
C -2.6686 -0.0266 1.7511
P -2.0478 0.4014 0.0975
C -2.9483 1.8867 -0.4049
C -2.4384 2.6570 -1.4502
C -3.0464 3.8500 -1.8022
C -4.1638 4.2892 -1.1033
C -4.6713 3.5341 -0.0566
C -4.0668 2.3357 0.2948
C -2.6396 -0.9992 -0.9541
C -2.7919 -0.5419 -2.4200
C -4.2035 -2.7139 -3.2717
C -3.6198 -4.0779 -2.9684
C -2.9000 -4.3036 -1.8795
C -2.5478 -3.2250 -0.9066
N -0.3037 -0.6502 2.0883
H 1.9755 -0.2197 4.0119
H 2.4853 -1.8233 3.5006
H 2.6675 -1.6350 -0.9583
H 4.0208 -3.5683 -1.6628
H 5.7094 -4.5199 -0.1215
H 6.0181 -3.5275 2.1258
H 4.6228 -1.6426 2.8459
H 2.0095 2.0824 3.3133
H 3.4035 4.0061 3.9780
H 5.7486 4.1592 3.2058
H 6.6978 2.3824 1.7769
H 5.3084 0.4607 1.1011
H -0.0897 -2.6990 4.6478
H -2.6331 -2.1856 3.8442
H -2.7025 0.9195 2.3029
H -3.6684 -0.4559 1.7484
H -1.5538 2.3226 -1.9798
H -2.6406 4.4458 -2.6097
H -4.6341 5.2269 -1.3698
H -5.5367 3.8792 0.4936
H -4.4751 1.7550 1.1119
H -2.8941 0.4969 -2.6927
H -4.6973 -2.7683 -4.2398
H -3.8493 -4.8919 -3.6463
H -2.5105 -5.2951 -1.6781
H -2.0892 -3.6802 -0.0268
O 0.6099 -0.8183 -1.0147
S -0.0474 -2.1628 -0.6520
C -1.6317 -2.0852 -1.4372
C -3.5876 -2.1293 -0.4186
C -4.9803 -2.1446 -0.9614
C -5.2620 -2.3978 -2.2320
C -3.1432 -1.6134 -3.4031
C -1.7411 -1.5654 -2.8726
C 0.7004 -3.4472 -1.6066
C 1.0794 -3.2893 -2.9354
C 1.6607 -4.3606 -3.5929
C 1.8694 -5.5638 -2.9251
C 1.5100 -5.7006 -1.5923
C 0.9230 -4.6356 -0.9237
H -3.6185 -2.1412 0.6672
H -5.7891 -1.9589 -0.2631
H -6.2970 -2.4401 -2.5521
H -3.1519 -1.1762 -4.3959
H -0.8941 -1.4041 -3.5202
H 0.9488 -2.3433 -3.4421
H 1.9548 -4.2562 -4.6289
H 2.3245 -6.3950 -3.4478
H 1.6965 -6.6286 -1.0686
H 0.6423 -4.7228 0.1197
```

Properties
2S+1 = 2
energy above the lowest of the compared OMol25 structures with the same formula, charge and spin = 4.126 eV
Kohn-Sham gap (alpha / beta) = 6.9 / 6.3 eV
LUMO (alpha / beta) = -2.89 / -3.51 eV
HOMO (alpha / beta) = -9.8 / -9.8 eV
net charge = +1
⟨S²⟩ = 0.766